Entry 1:
Here is a 2-piece molecular cluster, C5H4INS overall in a non-equilibrium geometry from OMol25. Energies are from ωB97M-V with the def2-TZVPD basis set.

The geometry in XYZ format:
```
12
Properties=species:S:1:pos:R:3:forces:R:3:nbo_charge:R:1
N -1.230292 3.817749 -1.507903 0.06 -0.15 0.06 -0.29
C -0.992011 2.876207 -0.889140 0.10 0.30 -0.04 0.26
C -0.724259 1.724361 -0.105588 -0.50 -0.35 0.18 -0.38
C -0.497524 0.446386 -0.582771 1.67 1.40 -2.24 -0.19
C -0.375946 -0.490127 0.424622 -1.27 1.82 2.55 -0.25
C -0.648909 0.086250 1.686625 1.13 -1.59 -1.05 -0.43
S -0.888949 1.741527 1.609002 -0.21 0.31 -0.33 0.55
H -0.108484 0.370989 -1.652835 -1.16 -0.36 1.50 0.24
H -0.217829 -1.508154 0.341993 0.52 -1.76 -0.40 0.23
H -0.500448 -0.452214 2.623529 -0.37 0.38 -0.22 0.25
I 3.256549 -0.256274 -1.465433 0.92 -0.04 0.90 -0.11
H 4.424225 -0.304144 -0.264409 -0.88 0.04 -0.90 0.11
```
Positions in Å, forces in eV/Å.

Values from the calculation:
Gap between HOMO and LUMO   9.415 eV
LUMO energy   0.066 eV
SMILES string   N#Cc1cccs1.I
HOMO energy   -9.35 eV
Multiplicity   1
DFT total energy   -25674.6246 eV
ΔE to the lowest compared entry with this formula, charge and spin   0.0 kJ/mol
Charge   0



Entry 2:
Here is C3H3LiO5Rb as an isolated structure in a non-equilibrium geometry from OMol25. Energies are from ωB97M-V with the def2-TZVPD basis set.

The geometry in XYZ format:
```
13
Properties=species:S:1:pos:R:3:forces:R:3:nbo_charge:R:1
O 0.414076 -0.148146 0.172143 0.64 0.91 0.50 -0.36
C 1.151461 0.911819 -0.253383 -1.56 -0.28 -0.17 0.32
O 2.456590 0.473051 -0.772184 0.94 0.31 -0.26 -0.46
C 3.375464 0.723785 0.128580 -2.46 -1.90 0.36 1.02
C 1.565508 1.820571 0.907647 -0.43 0.13 -0.34 -0.12
O 2.967245 1.561073 1.057791 0.69 0.60 0.66 -0.48
O 4.349279 0.006469 0.279196 1.96 0.56 -0.02 -0.81
Li 5.863672 -0.115068 1.304306 -0.49 -0.02 -0.36 0.98
H 0.641422 1.435400 -1.072325 0.28 -0.23 0.00 0.18
H 1.426791 2.881363 0.676825 0.05 -0.23 0.07 0.20
H 1.040514 1.554000 1.830335 0.26 -0.02 -0.19 0.22
Rb -3.561159 -1.026785 -0.107167 0.79 0.00 -0.21 0.99
O -0.177578 -0.832678 -0.961927 -0.67 0.16 -0.04 -0.70
```
Positions in Å, forces in eV/Å.

Values from the calculation:
Gap between HOMO and LUMO   5.756 eV
LUMO energy   -3.559 eV
HOMO energy   -9.32 eV
Multiplicity   1
DFT total energy   -14249.4152 eV
Charge   +1



Entry 3:
Here is C19H18EuIN3O3S as an isolated structure in a non-equilibrium geometry from OMol25. Energies are from ωB97M-V with the def2-TZVPD basis set.

The geometry in XYZ format:
```
46
Properties=species:S:1:pos:R:3:forces:R:3:mulliken_spin:R:1
C 0.551028 1.971950 2.069826 1.01 -1.62 -0.92 0.28
C 0.441864 -1.762112 2.243202 0.45 0.13 -0.21 0.61
H 1.617239 1.688344 1.933533 -0.49 0.43 0.46 -0.01
H 0.040409 1.468806 2.900578 0.09 0.12 -0.15 -0.02
H 0.291640 3.011734 1.931828 0.16 -0.03 0.07 0.00
H 0.477480 -2.626825 1.565505 -0.05 0.30 0.22 0.00
H 1.424780 -1.310838 2.460852 -0.50 -0.24 -0.01 0.00
H -0.270983 -1.841871 3.063636 0.11 0.12 -0.21 -0.01
C 0.030024 2.636395 -1.924603 -0.07 -0.23 -0.50 0.00
C 0.172333 3.447027 -3.059896 -0.09 -0.13 0.29 0.00
C 0.092054 2.864398 -4.325443 -0.07 -0.40 0.40 0.00
C -0.092179 1.484715 -4.415423 -0.13 -0.21 0.94 0.00
H 0.095189 3.017850 -0.898563 -0.07 0.12 -0.48 -0.01
H 0.330255 4.515171 -2.927807 -0.02 -0.25 -0.10 0.00
H 0.169954 3.451207 -5.235954 0.05 0.02 0.22 0.00
H -0.145789 0.962978 -5.359520 0.07 0.27 -0.09 0.00
N -0.189228 1.315955 -2.013293 0.35 0.33 -0.32 0.00
C -0.224172 0.733238 -3.233504 0.12 0.97 0.05 0.00
C -0.373013 -0.735616 -3.228006 -0.08 -1.04 0.30 0.00
N -0.393862 -1.304199 -1.997813 0.02 -0.14 -0.46 0.00
C -0.496603 -2.633288 -1.898941 0.06 0.00 -0.52 0.00
C -0.575478 -2.890139 -4.298113 0.06 0.00 0.58 0.00
C -0.568407 -3.471577 -3.024572 -0.05 0.53 0.22 0.00
H -0.527525 -3.014016 -0.872695 -0.04 -0.09 -0.49 0.00
H -0.627388 -4.543071 -2.872744 -0.03 0.11 -0.13 0.00
C -0.469173 -1.508722 -4.398300 0.01 0.58 0.66 0.00
H -0.459172 -0.991577 -5.352271 -0.04 -0.36 0.07 0.00
H -0.663518 -3.492102 -5.199038 0.06 0.03 0.22 0.00
Eu -0.055841 0.041345 0.269078 0.72 0.56 0.26 6.18
I 3.019481 -0.163306 -0.294394 -0.61 -0.04 -0.07 -0.02
O -2.315030 -2.116062 0.738673 -0.43 1.16 0.36 0.01
C -2.746831 -1.000711 1.073183 0.53 0.01 -1.04 0.01
N -2.481448 0.137397 0.340589 0.34 -0.01 -0.40 -0.01
S -2.972708 1.552082 1.024993 -0.73 -1.50 0.16 -0.01
O -1.804273 2.373994 1.275365 -1.08 -0.16 -0.68 0.02
O -4.104501 2.093348 0.336564 0.15 0.35 0.01 0.00
C -3.431346 0.734619 2.538714 0.25 -0.01 0.40 0.01
C -3.419905 1.330108 3.784157 0.08 -0.19 0.35 -0.01
C -3.130596 0.525676 4.884117 -0.22 -0.34 0.04 0.00
C -3.020433 -0.868873 4.756657 -0.15 -0.06 -0.23 0.00
C -3.166421 -1.469913 3.506162 -0.22 0.13 -0.06 0.00
C -3.313757 -0.639490 2.392783 0.46 -0.04 0.75 0.00
H -3.530033 2.397648 3.889059 0.17 0.14 0.03 0.00
H -2.946452 0.990767 5.847317 -0.17 -0.07 -0.07 0.00
H -2.770970 -1.497142 5.613683 -0.15 0.31 -0.16 0.00
H -3.085995 -2.547799 3.335837 0.15 0.41 0.22 0.00
```
Positions in Å, forces in eV/Å.

Values from the calculation:
Gap between HOMO and LUMO (spin up / spin down)   6.308 / 3.982 eV
LUMO energy (spin up / spin down)   -1.433 / -2.337 eV
HOMO energy (spin up / spin down)   -7.74 / -6.32 eV
Multiplicity   8
DFT total energy   -68870.1231 eV
ΔE to the lowest compared entry with this formula, charge and spin   0.0 kJ/mol
Charge   0



Entry 4:
Here is C5H6Cl2NdO3SYb as an isolated structure in a non-equilibrium geometry from OMol25. Energies are from ωB97M-V with the def2-TZVPD basis set.

The geometry in XYZ format:
```
19
Properties=species:S:1:pos:R:3:forces:R:3:mulliken_spin:R:1
Nd -1.468705 -0.495032 -4.398310 -4.89 -0.08 0.54 3.04
Yb 1.205841 -0.075333 0.373879 -0.04 1.11 1.32 0.84
Cl -1.699737 -2.485465 -2.906307 0.41 1.34 -0.67 -0.04
Cl 0.268014 1.994950 -0.515728 -0.71 -1.01 -1.47 0.02
C 2.352564 2.079420 0.840169 2.51 3.75 0.45 0.00
C 0.510099 -1.539270 -4.738621 9.99 -2.75 -3.45 -0.01
C 0.545009 1.098371 -4.463328 6.55 4.35 -1.07 -0.01
O 2.744693 3.157426 0.813679 -1.30 -3.88 0.30 0.00
O 1.599140 -1.734307 -5.141370 -6.63 0.78 2.62 0.01
O 1.532707 1.700237 -4.639709 -5.77 -3.41 1.06 0.00
C -0.904467 -1.772514 2.985953 -0.33 -0.81 0.37 -0.01
S 0.331344 -0.445973 2.876246 0.15 -0.14 -0.42 0.12
C -0.731325 0.947531 2.496928 -0.60 0.46 -0.10 0.00
H -0.750453 -2.461610 2.147428 -0.19 -0.11 0.44 0.01
H -1.950790 -1.385712 2.991371 0.96 -0.11 -0.02 0.00
H -0.688231 -2.261234 3.956314 -0.19 0.00 -0.61 0.01
H -1.756310 0.600410 2.680020 0.26 0.41 -0.08 0.00
H -0.470091 1.741801 3.186712 -0.05 0.33 0.02 0.01
H -0.669309 1.336305 1.454677 -0.12 -0.24 0.77 0.01
```
Positions in Å, forces in eV/Å.

Values from the calculation:
Gap between HOMO and LUMO (spin up / spin down)   6.349 / 6.014 eV
LUMO energy (spin up / spin down)   -16.727 / -16.920 eV
HOMO energy (spin up / spin down)   -23.08 / -22.93 eV
Multiplicity   5
DFT total energy   -94063.7113 eV
Charge   +4



Entry 5:
Here is a 3-piece molecular cluster, C21H42FN5O4 overall in a non-equilibrium geometry from OMol25. Energies are from ωB97M-V with the def2-TZVPD basis set.

The geometry in XYZ format:
```
73
Properties=species:S:1:pos:R:3:forces:R:3:mulliken_charge:R:1
C 5.099725 -3.375234 2.699540 -0.02 -0.92 -3.19 -0.73
C 5.001118 -3.474248 1.218321 -0.02 0.15 3.38 -0.29
C 4.229995 -2.363930 0.240557 1.55 -0.69 -1.14 0.79
C 4.183914 -3.095997 -1.262511 -2.32 -3.65 -7.57 -0.06
N 3.986491 -3.654181 -2.432129 1.99 5.27 10.96 -0.56
C 5.163028 -0.995942 0.003704 -0.73 0.18 -0.50 -0.71
N 5.207860 -0.086912 1.212536 -0.41 -0.89 -0.68 -0.53
C 2.706127 -1.987377 0.791755 0.22 -0.52 0.14 0.72
C 1.992026 -3.385839 1.290495 -4.54 -5.74 5.41 -0.14
N 1.368467 -4.347557 1.937238 5.91 9.05 -6.34 -0.53
C 1.814129 -1.116452 -0.277226 -0.48 0.83 -0.25 -0.29
C 0.196521 -1.119560 0.011785 -0.33 -0.06 -0.83 -0.04
F -0.444955 -0.587696 -1.248627 1.31 -0.88 2.38 -0.34
H 4.994988 -4.387383 3.320662 1.16 2.29 -1.57 0.26
H 5.333609 -2.413694 3.324220 -1.45 -1.72 -1.39 0.21
H 5.475629 -4.449013 0.719180 -2.02 2.03 1.08 0.29
H 4.650215 -0.373277 -0.872662 1.31 -1.44 1.76 0.30
H 6.247485 -1.359042 -0.335771 -2.46 0.82 0.82 0.33
H 5.168162 -0.605404 2.117262 -0.06 0.81 -1.24 0.23
H 4.520568 0.697075 1.162092 0.69 -1.32 0.24 0.27
H 2.883825 -1.271455 1.729973 -0.51 -1.94 -1.82 0.25
H 1.959223 -1.418906 -1.402809 -0.22 0.17 2.32 0.47
H 2.168689 0.018113 -0.201366 -0.65 -2.63 -0.03 -0.35
H -0.261911 -2.205609 0.145459 1.14 2.38 -0.21 0.34
H -0.149797 -0.383816 0.864284 0.88 -1.60 -1.73 0.02
C -1.919800 -0.649817 -4.171033 -0.22 0.14 -0.11 -0.76
O -2.977593 -1.016256 -5.047373 0.30 -0.36 0.19 -0.36
C -3.110254 -2.435357 -5.196329 -0.63 0.07 -0.14 -0.75
C -4.439630 -2.908748 -4.588030 0.61 0.29 0.30 -0.24
N -4.417046 -2.806076 -3.124735 -0.17 0.02 -0.26 -0.29
C -5.729619 -3.016434 -2.506050 0.18 0.42 0.11 -0.66
C -6.817591 -1.963167 -2.798149 -0.07 -0.25 0.53 -0.49
O -6.532502 -0.674329 -2.250454 -0.06 -0.33 -0.55 -0.42
C -5.755905 0.164957 -3.094381 -0.07 0.16 0.39 -0.46
H -1.821026 0.438777 -4.191302 -0.09 -0.14 -0.07 0.28
H -2.142316 -0.955804 -3.145800 0.22 -0.05 0.04 0.29
H -0.972926 -1.090204 -4.498637 0.00 -0.02 0.12 0.40
H -2.257505 -2.980459 -4.769975 -0.16 0.20 0.12 0.38
H -3.124306 -2.641556 -6.271989 -0.02 -0.01 0.06 0.39
H -4.615457 -3.951543 -4.873627 0.00 0.05 0.06 0.38
H -5.239509 -2.293303 -5.012089 -0.01 -0.03 -0.27 0.18
H -4.083179 -1.879954 -2.862951 -0.06 -0.29 -0.09 0.02
H -5.563142 -3.035366 -1.422628 -0.14 0.02 -0.10 0.37
H -6.103159 -4.009160 -2.783502 0.02 0.10 -0.08 0.39
H -7.734009 -2.300033 -2.299133 0.10 0.06 0.00 0.34
H -7.065375 -1.894375 -3.862871 0.18 0.12 -0.04 0.35
H -5.935613 -0.024633 -4.156595 0.07 -0.09 0.06 0.27
H -4.695565 0.052215 -2.860785 0.11 0.04 -0.25 0.12
H -6.025887 1.202782 -2.880096 -0.06 -0.12 0.02 0.29
C 1.061516 4.528409 5.817657 -0.30 -0.18 -0.04 -0.72
O 0.039848 4.476864 4.830380 0.43 0.35 0.04 -0.34
C 0.147208 5.528925 3.863284 -0.33 -0.33 -0.47 -0.80
C 0.486295 4.945347 2.482768 0.34 0.06 0.62 -0.16
N 1.858561 4.427509 2.450912 -0.26 -0.10 -0.12 -0.31
C 2.159483 3.649826 1.244876 0.05 -0.22 0.41 -1.12
C 1.402330 2.318534 1.063884 0.46 0.15 -0.27 -0.29
O 1.736778 1.329170 2.039411 -0.33 0.25 -0.28 -0.29
C 0.963912 1.392294 3.230383 0.25 -0.30 0.17 -0.80
H 0.850895 3.761268 6.567548 -0.07 0.08 -0.16 0.24
H 2.038547 4.318017 5.375628 0.15 0.14 0.08 0.31
H 1.074466 5.503975 6.313579 0.11 -0.03 -0.02 0.34
H 0.872123 6.297627 4.162765 0.03 -0.28 -0.02 0.40
H -0.834958 6.010659 3.808130 0.07 -0.03 -0.03 0.40
H 0.378695 5.728323 1.724301 0.04 -0.07 0.03 0.39
H -0.237222 4.152405 2.267897 -0.26 0.11 -0.01 0.17
H 2.006147 3.830717 3.263166 -0.05 0.22 -0.22 0.08
H 3.231688 3.423973 1.280137 -0.10 -0.05 -0.10 0.39
H 2.000373 4.279651 0.361689 -0.09 -0.07 0.09 0.44
H 1.713698 1.899626 0.099579 -0.04 0.10 0.07 0.37
H 0.317684 2.454354 0.994190 0.01 0.00 0.20 0.42
H -0.050107 1.762973 3.054601 0.11 0.09 -0.02 0.38
H 1.472072 2.009197 3.973889 -0.23 0.10 0.10 0.19
H 0.893753 0.381541 3.641898 0.01 0.04 -0.11 0.36
```
Positions in Å, forces in eV/Å.

Values from the calculation:
Gap between HOMO and LUMO   8.271 eV
LUMO energy   -0.240 eV
SMILES string   C=C[C@](C#N)(CN)[C@H](C#N)CCF.COCCNCCOC.COCCNCCOC
HOMO energy   -8.51 eV
Multiplicity   1
DFT total energy   -40804.2109 eV
Charge   0



Entry 6:
Here is a 4-piece molecular cluster, H8O4 overall from OMol25. Energies are from ωB97M-V with the def2-TZVPD basis set.

The geometry in XYZ format:
```
12
Properties=species:S:1:pos:R:3:forces:R:3:nbo_charge:R:1
O -0.566077 6.203482 1.002304 -0.16 -0.02 0.14 -0.93
H -0.483847 6.755292 0.224504 -0.02 0.18 -0.19 0.47
H 0.169003 5.593302 0.942474 0.18 -0.16 0.04 0.47
O 0.278823 0.432092 -0.833646 -0.14 -0.23 0.03 -0.94
H -0.138887 1.289642 -0.913346 -0.17 0.20 -0.03 0.47
H 1.212233 0.626712 -0.749326 0.26 -0.03 0.01 0.47
O -1.802387 -3.187078 -0.846636 0.10 -0.18 -0.14 -0.94
H -1.516797 -2.276858 -0.768056 0.11 0.35 -0.06 0.47
H -2.077247 -3.429548 0.037604 -0.12 -0.11 0.21 0.47
O 1.934303 -4.224708 0.502364 0.21 -0.10 -0.03 -0.94
H 1.242043 -3.803288 -0.006966 -0.25 0.07 -0.24 0.47
H 1.748833 -3.979048 1.408724 -0.01 0.03 0.23 0.46
```
Positions in Å, forces in eV/Å.

Values from the calculation:
Gap between HOMO and LUMO   11.696 eV
LUMO energy   0.258 eV
SMILES string   O.O.O.O
HOMO energy   -11.44 eV
Multiplicity   1
DFT total energy   -8319.5649 eV
ΔE to the lowest compared entry with this formula, charge and spin   107.2 kJ/mol
Charge   0